[1]
2 unconnected molecules or ions with the total composition H5NS, computed with the ωB97M-V functional and the def2-TZVPD basis.

Each line ends with the Mulliken charge.
Cartesian coordinates (Å):
S  -2.2292  0.3609  0.0705  -0.26
H  -1.1932  1.1951  0.1806  0.10
N  1.2032  -0.4703  -0.4375  -0.60
H  1.7431  -1.3190  -0.3846  0.20
H  1.5177  0.1209  -1.1948  0.21
H  1.2572  0.0846  0.4024  0.21
H  -2.2989  0.0277  1.3633  0.14

Calculated values
orbital gap = 0.37383 Eh
SMILES string = N.S
molar mass = 51.11 g mol⁻¹



[2]
2 unconnected molecules or ions with the total composition H5NS in a non-equilibrium geometry, computed with the ωB97M-V functional and the def2-TZVPD basis.

Each line ends with the Mulliken charge.
Cartesian coordinates (Å):
S  -0.4292  -0.2459  -4.6265  -0.81
H  -0.2210  -1.2058  -3.7910  -0.08
N  0.1920  0.1981  1.7697  -0.75
H  1.0913  -0.0155  1.4468  0.40
H  0.0787  0.9835  2.3625  0.38
H  -0.0879  0.6751  0.8801  0.45
H  -0.6238  -0.3895  1.9584  0.42

Calculated values
orbital gap = 0.09680 Eh
molar mass = 51.11 g mol⁻¹



[3]
H5NS3Si in the gas phase in a non-equilibrium geometry, computed with the ωB97M-V functional and the def2-TZVPD basis.

Each line ends with the Mulliken charge.
Cartesian coordinates (Å):
N  0.5031  -0.0426  -1.7993  -0.53
Si  0.1627  0.0678  -0.0796  0.60
S  -1.9292  -0.9833  0.1342  -0.38
S  -0.2731  2.1958  0.5201  -0.33
S  1.6666  -0.8960  1.2240  -0.32
H  -0.2979  0.3408  -2.2836  0.25
H  0.7718  -0.9930  -2.0177  0.26
H  -2.1888  -0.4066  1.3419  0.16
H  0.7746  2.5932  1.2637  0.14
H  0.8103  -1.8760  1.6965  0.17

Calculated values
orbital gap = 0.35899 Eh
SMILES string = N[Si](S)(S)S
molar mass = 143.33 g mol⁻¹



[4]
3 unconnected molecules or ions with the total composition H5O3 in a non-equilibrium geometry, computed with the ωB97M-V functional and the def2-TZVPD basis.

Each line ends with the Mulliken charge.
Cartesian coordinates (Å):
O  0.0937  2.2052  1.0440  -0.75
H  -0.8475  2.1830  1.2967  0.27
O  0.7584  -2.2120  -0.9391  -0.71
H  0.1655  -1.5679  -0.3671  0.42
H  0.5984  -1.6823  -1.7252  0.25
O  -0.3010  -0.1841  0.3661  -1.11
H  0.2526  1.2053  0.7993  0.44
H  -0.7202  0.0528  -0.4746  0.20

Calculated values
orbital gap = 0.32963 Eh
net charge = -1
molar mass = 53.04 g mol⁻¹



[5]
3 unconnected molecules or ions with the total composition H5O3 in a non-equilibrium geometry, computed with the ωB97M-V functional and the def2-TZVPD basis.

Each line ends with the Mulliken charge.
Cartesian coordinates (Å):
O  -1.9249  0.1674  -0.6872  -0.79
H  -0.9658  -0.2754  -0.6801  0.44
O  0.2659  -0.8924  -0.4744  -1.04
H  0.9995  0.0806  0.5523  0.42
H  0.3111  -1.7656  -0.1700  0.20
O  1.5778  0.8626  1.0546  -0.72
H  -2.0454  0.4239  0.2320  0.24
H  2.3501  0.4359  0.9221  0.25

Calculated values
orbital gap = 0.34053 Eh
net charge = -1
molar mass = 53.04 g mol⁻¹



[6]
H5P3S in the gas phase in a non-equilibrium geometry, computed with the ωB97M-V functional and the def2-TZVPD basis.

Each line ends with the Mulliken charge.
Cartesian coordinates (Å):
P  0.4702  1.1237  0.4707  -0.11
P  -1.5982  0.0971  -0.4463  0.10
P  2.2690  0.6287  -0.4054  -0.09
S  -3.0670  -0.1770  0.7244  -0.31
H  0.0267  1.3241  1.8638  0.13
H  0.3505  2.4452  0.5111  0.08
H  -0.7517  -0.7719  -0.9955  0.10
H  -1.6504  0.7976  -1.6368  0.12
H  2.2697  -0.6640  -0.0225  -0.02

Calculated values
orbital gap = 0.27809 Eh
SMILES string = P=[PH2][PH2]=S
molar mass = 130.03 g mol⁻¹